A gas-phase ion, C2H2NO3 (charge -1) in a non-equilibrium geometry. Source: the Open Molecules 2025 dataset; level of theory: ωB97M-V with the def2-TZVPD basis set.

Calculated values
**2S+1**: 1
**HOMO level**: -4.8 eV
**Largest force on an atom**: 8.242 eV Å⁻¹
**Energy above the lowest of the compared OMol25 structures with the same formula, charge and spin**: 254.39 kJ/mol
**Net charge**: -1
**Lowest unoccupied orbital energy**: 4.17 eV
**Calculated total energy**: -357.90225 a.u.

XYZ file:
```
8
Properties=species:S:1:pos:R:3:forces:R:3:lowdin_charge:R:1
O -0.262476 -1.680849 1.144577 -0.831 -3.094 0.186 0.004
C -0.715997 -1.030195 0.246077 3.565 1.016 -0.039 -0.481
N -0.499204 0.327222 0.420193 -4.528 1.206 -6.780 0.028
C 0.898960 0.966407 0.002280 0.619 -0.273 -0.287 -0.717
O 1.766960 0.782450 0.862195 -0.767 0.403 -1.083 -0.035
O 0.834186 1.518607 -1.125072 0.264 -0.586 1.662 -0.095
H -0.930427 -1.363652 -0.902953 -0.306 0.011 2.492 0.144
H -1.092002 0.480011 -0.647297 1.985 1.318 3.849 0.152
```
Forces are in eV/Å.


A gas-phase ion, C3H9NO2P3S (charge -1) in a non-equilibrium geometry. Source: the Open Molecules 2025 dataset; level of theory: ωB97M-V with the def2-TZVPD basis set.

Calculated values
**2S+1**: 1
**HOMO level**: -3.0 eV
**Largest force on an atom**: 2.135 eV Å⁻¹
**Energy above the lowest of the compared OMol25 structures with the same formula, charge and spin**: 0.00 kJ/mol
**Net charge**: -1
**Lowest unoccupied orbital energy**: 3.68 eV
**Calculated total energy**: -1747.18877 a.u.

XYZ file:
```
19
Properties=species:S:1:pos:R:3:forces:R:3:lowdin_charge:R:1
O 0.079005 1.089751 1.073712 -0.345 0.148 0.602 0.016
C -0.073941 0.528389 0.024737 0.978 0.340 -0.327 -0.688
O 0.726438 0.768828 -1.026230 0.802 0.476 -0.226 -0.420
P 2.304885 1.400796 -0.816682 -1.028 1.093 -0.646 0.602
P 3.121966 0.413073 0.950345 1.213 0.532 -0.270 0.453
C -0.998471 -0.613003 -0.283837 -0.128 1.508 1.206 -0.452
C -0.303465 -1.750120 0.444242 -1.204 -1.625 0.685 -0.712
S 1.265045 -2.199387 -0.270463 0.339 -1.001 -0.488 0.281
N -2.332813 -0.317915 0.207777 1.143 0.051 -0.336 -0.347
P -3.098426 1.088413 -0.249294 -1.378 -0.916 -0.605 0.730
H 1.894149 2.720533 -0.301181 0.335 -0.909 -0.024 -0.098
H 2.916121 -0.731668 0.183102 -0.914 -0.903 0.231 -0.286
H 4.313192 0.283623 0.117008 0.098 0.707 0.723 -0.165
H -1.046111 -0.644896 -1.347652 0.240 -0.822 -0.942 0.110
H -0.192463 -1.489435 1.544132 -0.358 -0.071 -1.186 0.081
H -1.011084 -2.637012 0.371470 0.599 0.788 0.271 0.061
H -2.591363 -0.966981 0.893762 -0.937 -0.338 1.173 0.047
H -2.291914 2.185469 0.097472 0.689 0.007 -0.143 -0.131
H -2.680751 0.871543 -1.612425 -0.144 0.933 0.303 -0.083
```
Forces are in eV/Å.


A single C2H2ClF3 molecule in a non-equilibrium geometry. Source: the Open Molecules 2025 dataset; level of theory: ωB97M-V with the def2-TZVPD basis set.

Calculated values
**2S+1**: 1
**HOMO level**: -11.4 eV
**Largest force on an atom**: 2.152 eV Å⁻¹
**Energy above the lowest of the compared OMol25 structures with the same formula, charge and spin**: 0.00 kJ/mol
**Net charge**: 0
**Lowest unoccupied orbital energy**: 0.87 eV
**Calculated total energy**: -837.21269 a.u.

XYZ file:
```
8
Properties=species:S:1:pos:R:3:forces:R:3:lowdin_charge:R:1
F 0.263107 -0.227031 1.723871 -0.073 0.342 0.786 0.170
C 0.408708 -0.462987 0.442453 0.339 -0.429 -0.628 -0.723
F 1.721367 -0.353145 0.147574 -0.433 -0.579 0.119 0.131
F -0.061178 -1.719119 0.213988 0.887 -0.263 0.169 0.116
C -0.415599 0.355226 -0.465081 -1.202 1.687 -0.583 -0.472
Cl -0.169978 2.127216 -0.391740 0.430 -0.327 0.029 0.593
H -0.290707 0.015826 -1.489626 0.161 0.028 0.082 0.100
H -1.455719 0.264014 -0.181440 -0.109 -0.459 0.026 0.086
```
Forces are in eV/Å.


2 unconnected molecules or ions with the total composition CH6N2O in a non-equilibrium geometry. Source: the Open Molecules 2025 dataset; level of theory: ωB97M-V with the def2-TZVPD basis set.

Calculated values
**2S+1**: 1
**HOMO level**: -9.3 eV
**Largest force on an atom**: 1.396 eV Å⁻¹
**Energy above the lowest of the compared OMol25 structures with the same formula, charge and spin**: 77.18 kJ/mol
**Net charge**: 0
**Lowest unoccupied orbital energy**: 0.75 eV
**Calculated total energy**: -226.43815 a.u.

XYZ file:
```
10
Properties=species:S:1:pos:R:3:forces:R:3:lowdin_charge:R:1
H -2.069391 0.071313 1.419755 -0.063 0.159 -0.221 0.031
N -2.243508 0.352892 0.445932 0.479 -0.117 0.261 0.039
C -1.341246 -0.121669 -0.323306 -0.961 0.000 0.200 -0.413
N -0.274263 -0.900172 0.010479 0.762 -0.442 -0.619 0.066
H -1.501002 0.066969 -1.384698 0.412 -0.149 -0.077 0.105
H 0.350142 -1.304772 -0.685284 -0.485 0.455 0.297 0.094
H 0.062002 -0.966890 0.954179 -0.179 0.090 0.112 0.091
O 2.425433 0.562980 -0.119682 0.263 -1.371 0.044 -0.038
H 2.931662 1.289794 0.190049 0.806 0.967 0.447 0.019
H 1.660168 0.949556 -0.507428 -1.036 0.408 -0.444 0.006
```
Forces are in eV/Å.


A gas-phase ion, C10H8Cl2FN2 (charge +1) in a non-equilibrium geometry. Source: the Open Molecules 2025 dataset; level of theory: ωB97M-V with the def2-TZVPD basis set.

Calculated values
**2S+1**: 1
**HOMO level**: -12.6 eV
**Largest force on an atom**: 1.222 eV Å⁻¹
**Net charge**: +1
**Lowest unoccupied orbital energy**: -5.38 eV
**Calculated total energy**: -1515.31670 a.u.

XYZ file:
```
23
Properties=species:S:1:pos:R:3:forces:R:3:lowdin_charge:R:1
F 2.250553 -0.471685 2.447873 0.075 -0.015 -0.117 0.036
C 2.397561 -1.501675 1.598432 -0.244 0.445 -0.551 -0.113
C 2.459918 -1.261802 0.279977 -0.242 -0.528 0.858 -0.729
Cl 2.619989 -2.569967 -0.827708 -0.032 -0.172 0.044 0.733
N 2.604387 -0.042297 -0.308305 -0.045 1.214 -0.129 0.067
C 2.185621 1.119845 -0.173599 0.544 -0.681 -0.484 -0.740
Cl 2.898313 2.391795 -1.106798 -0.111 0.043 -0.020 0.780
N 1.204701 1.685805 0.710619 -0.207 0.430 0.612 0.098
C -0.095311 1.541504 0.778933 0.329 -0.316 0.136 0.047
C -0.944958 0.702794 0.022192 -0.547 -0.483 -0.464 -0.180
C -2.265089 0.525660 0.507238 0.506 0.139 0.001 0.006
C -3.143023 -0.313278 -0.138619 -0.162 -0.140 -0.073 -0.036
C -2.746452 -0.978745 -1.294169 0.212 0.200 0.199 -0.008
C -1.465940 -0.787813 -1.808433 0.059 -0.027 -0.051 -0.029
C -0.570709 0.039724 -1.167586 -0.030 0.141 0.145 0.008
H 2.481754 -2.462575 2.075826 0.010 -0.113 -0.030 0.126
H 1.616711 2.411402 1.300682 -0.214 -0.192 -0.052 0.170
H -0.575128 2.120503 1.562317 0.165 0.075 0.015 0.161
H -2.567704 1.033866 1.410418 -0.066 0.084 0.095 0.125
H -4.140189 -0.457059 0.251212 -0.019 0.021 0.023 0.122
H -3.429624 -1.641938 -1.801231 -0.097 -0.045 -0.036 0.124
H -1.175286 -1.296216 -2.715876 0.046 0.024 -0.045 0.123
H 0.399906 0.212153 -1.603394 0.072 -0.103 -0.075 0.109
```
Forces are in eV/Å.


> Among the records above, which one has the highest HOMO level?

C3H9NO2P3S


Copy entry 5 word for word.
A gas-phase ion, C10H8Cl2FN2 (charge +1) in a non-equilibrium geometry. Source: the Open Molecules 2025 dataset; level of theory: ωB97M-V with the def2-TZVPD basis set.

Calculated values
**2S+1**: 1
**HOMO level**: -12.6 eV
**Largest force on an atom**: 1.222 eV Å⁻¹
**Net charge**: +1
**Lowest unoccupied orbital energy**: -5.38 eV
**Calculated total energy**: -1515.31670 a.u.

XYZ file:
```
23
Properties=species:S:1:pos:R:3:forces:R:3:lowdin_charge:R:1
F 2.250553 -0.471685 2.447873 0.075 -0.015 -0.117 0.036
C 2.397561 -1.501675 1.598432 -0.244 0.445 -0.551 -0.113
C 2.459918 -1.261802 0.279977 -0.242 -0.528 0.858 -0.729
Cl 2.619989 -2.569967 -0.827708 -0.032 -0.172 0.044 0.733
N 2.604387 -0.042297 -0.308305 -0.045 1.214 -0.129 0.067
C 2.185621 1.119845 -0.173599 0.544 -0.681 -0.484 -0.740
Cl 2.898313 2.391795 -1.106798 -0.111 0.043 -0.020 0.780
N 1.204701 1.685805 0.710619 -0.207 0.430 0.612 0.098
C -0.095311 1.541504 0.778933 0.329 -0.316 0.136 0.047
C -0.944958 0.702794 0.022192 -0.547 -0.483 -0.464 -0.180
C -2.265089 0.525660 0.507238 0.506 0.139 0.001 0.006
C -3.143023 -0.313278 -0.138619 -0.162 -0.140 -0.073 -0.036
C -2.746452 -0.978745 -1.294169 0.212 0.200 0.199 -0.008
C -1.465940 -0.787813 -1.808433 0.059 -0.027 -0.051 -0.029
C -0.570709 0.039724 -1.167586 -0.030 0.141 0.145 0.008
H 2.481754 -2.462575 2.075826 0.010 -0.113 -0.030 0.126
H 1.616711 2.411402 1.300682 -0.214 -0.192 -0.052 0.170
H -0.575128 2.120503 1.562317 0.165 0.075 0.015 0.161
H -2.567704 1.033866 1.410418 -0.066 0.084 0.095 0.125
H -4.140189 -0.457059 0.251212 -0.019 0.021 0.023 0.122
H -3.429624 -1.641938 -1.801231 -0.097 -0.045 -0.036 0.124
H -1.175286 -1.296216 -2.715876 0.046 0.024 -0.045 0.123
H 0.399906 0.212153 -1.603394 0.072 -0.103 -0.075 0.109
```
Forces are in eV/Å.


> What is the formula in the second record?

C3H9NO2P3S


> The highest net charge belongs to which entry?

C10H8Cl2FN2